Here is a single C24H27N5O6S2 molecule at a distorted geometry from the Open Molecules 2025 dataset. Energies are from wB97M-V/def2-TZVPD.

XYZ file:
```
64
Properties=species:S:1:pos:R:3:lowdin_charge:R:1
C 0.8975 4.1371 -0.7408 -0.02
C -0.1394 3.2537 -0.1405 -0.31
N -1.3099 3.1657 -0.7588 0.18
C -2.2123 2.3371 -0.2421 -0.43
N -2.0302 1.5320 0.7957 0.12
C -0.8663 1.6416 1.4238 -0.10
C 0.1175 2.5201 1.0209 -0.03
H 1.0525 2.6024 1.5453 0.10
H -0.7338 0.9887 2.2769 0.12
N -3.4298 2.2714 -0.8604 -0.01
H -3.5815 2.9290 -1.6089 0.13
S -4.7981 1.6464 -0.0793 0.68
O -4.9029 2.1658 1.2455 -0.27
O -5.8665 1.8879 -1.0014 -0.29
C -4.3719 -0.0824 -0.0655 -0.28
C -4.6044 -0.8310 -1.2016 -0.04
C -4.1036 -2.1183 -1.2791 -0.01
C -3.3363 -2.6207 -0.2297 -0.26
C -3.1729 -1.8762 0.9383 0.00
C -3.7006 -0.6028 1.0235 -0.05
H -3.5922 0.0036 1.9053 0.11
H -2.6236 -2.2996 1.7646 0.13
N -2.7116 -3.8698 -0.3506 0.14
C -1.4173 -4.1523 -0.0261 -0.44
O -1.0080 -5.2913 0.0167 0.10
C -0.5165 -2.9727 0.1822 -0.14
C 0.4058 -3.0003 1.2252 0.01
C 1.3262 -1.9770 1.3635 -0.03
C 1.3300 -0.9425 0.4474 -0.27
C 0.4252 -0.9015 -0.5949 -0.04
C -0.5032 -1.9192 -0.7289 0.00
H -1.1962 -1.9039 -1.5558 0.13
H 0.4669 -0.0781 -1.2907 0.12
S 2.6084 0.3010 0.5832 0.68
O 2.6478 0.8138 1.9210 -0.28
O 2.4518 1.2439 -0.4933 -0.29
N 3.9502 -0.6815 0.3836 -0.22
C 4.2314 -1.0208 -0.9976 -0.13
H 3.2766 -1.1544 -1.5071 0.13
C 5.0613 0.0714 -1.6902 -0.38
C 5.5127 -0.3619 -3.0770 -0.02
H 4.6503 -0.5663 -3.7045 0.08
H 6.1073 0.4270 -3.5280 0.08
H 6.1264 -1.2557 -3.0021 0.08
O 6.2204 0.3566 -0.9287 -0.07
C 5.9132 0.7949 0.3820 -0.38
C 7.2208 1.1387 1.0788 -0.02
H 7.0234 1.5062 2.0812 0.08
H 7.7471 1.9010 0.5119 0.08
H 7.8499 0.2545 1.1343 0.09
C 5.1380 -0.2998 1.1245 -0.14
H 4.8079 0.0535 2.1003 0.12
H 5.7642 -1.1901 1.2397 0.14
H 5.2627 1.6857 0.3213 0.15
H 4.4391 0.9787 -1.7549 0.14
H 4.7830 -1.9667 -1.0044 0.14
H 2.0516 -1.9702 2.1609 0.12
H 0.3980 -3.8341 1.9108 0.13
H -3.2576 -4.6488 -0.6967 0.16
H -4.2668 -2.7201 -2.1606 0.12
H -5.1659 -0.3913 -2.0103 0.12
H 1.2132 4.8915 -0.0231 0.09
H 1.7620 3.5221 -0.9883 0.07
H 0.5113 4.6166 -1.6350 0.08
```

Properties
- maximum force (eV Å⁻¹) = 1.219
- orbital gap (eV) = 8.86
- HOMO energy (eV) = -9.1
- LUMO energy (Eh) = -0.008
- SMILES = Cc1ccnc(NS(=O)(=O)c2ccc(NC(=O)c3ccc(S(=O)(=O)N4C[C@@H](C)O[C@@H](C)C4)cc3)cc2)n1

Here is a molecular structure, C24H27N6OPd at a distorted geometry from the Open Molecules 2025 dataset. Energies are from wB97M-V/def2-TZVPD.

XYZ file:
```
59
Properties=species:S:1:pos:R:3:lowdin_charge:R:1
Pd 0.1842 0.1288 -0.3420 0.93
C 0.1507 2.1532 -5.2693 -0.05
C 1.3641 1.4916 -5.4162 -0.06
C 1.8250 0.6316 -4.4436 0.00
C 1.0465 0.4120 -3.2952 -0.27
C -0.1829 1.0790 -3.1565 -0.04
C -0.6221 1.9474 -4.1340 -0.06
N 1.3886 -0.4466 -2.2862 0.02
N 2.5224 -1.0117 -2.2511 0.13
C 2.3042 -1.2124 0.2295 -0.45
C 3.3616 -2.1527 0.8249 -0.15
C 3.6145 -1.7815 2.2358 -0.01
C 2.5029 -1.5010 2.9314 -0.07
C 1.1814 -1.3526 2.3135 -0.10
C 1.0395 -1.2891 0.9786 -0.10
H -0.1981 2.8193 -6.0437 0.11
H 1.9537 1.6550 -6.3055 0.12
H 2.7671 0.1164 -4.5509 0.11
H -0.7954 0.8218 -2.2801 0.05
H -1.5695 2.4573 -4.0348 0.11
H 2.8797 -3.1415 0.8526 0.17
H 4.6001 -1.8452 2.6634 0.12
H 2.5459 -1.3263 3.9938 0.11
H 0.3482 -1.2819 2.9971 0.09
N 4.2111 -4.4168 -1.4018 0.20
C 4.8960 -3.4291 -0.7909 -0.49
O 6.0274 -3.5706 -0.3964 0.09
C 4.1451 -2.1177 -0.5254 -0.21
C 5.1145 -0.9956 -0.5830 0.04
C 4.8319 0.3022 -0.4078 -0.02
C 3.5321 0.8478 -0.1325 -0.10
N 2.4500 0.2267 0.1537 0.06
C 2.7343 -1.8536 -1.1489 -0.17
H 4.7099 -5.2734 -1.5912 0.13
H 3.3458 -4.2656 -1.8875 0.09
H 6.1396 -1.2989 -0.7479 0.13
H 5.6312 1.0253 -0.4707 0.11
H 3.4491 1.9309 -0.1537 0.12
H 2.1816 -2.7935 -1.2757 0.16
C -3.1064 -0.1920 -0.4990 -0.13
C -4.4105 0.3891 0.1198 -0.14
N -4.0750 1.2177 1.2568 -0.17
C -3.3886 0.4401 2.2627 -0.14
C -2.0703 -0.1229 1.6559 -0.15
N -1.9604 0.3148 0.2579 -0.28
C -1.9344 1.7847 0.2203 -0.17
C -3.2541 2.3316 0.8470 -0.14
H -3.0091 0.1007 -1.5479 0.11
H -3.0949 -1.2832 -0.4493 0.13
H -5.0728 -0.4082 0.4578 0.12
H -4.9512 0.9980 -0.6068 0.12
H -4.0481 -0.3647 2.5900 0.13
H -3.1811 1.0861 3.1183 0.13
H -2.0575 -1.2154 1.6780 0.13
H -1.1987 0.2521 2.2043 0.10
H -1.8485 2.1252 -0.8188 0.10
H -1.0550 2.1349 0.7894 0.12
H -3.8077 2.9284 0.1193 0.13
H -3.0470 2.9554 1.7185 0.13
```

Properties
- maximum force (eV Å⁻¹) = 3.615
- orbital gap (spin up / spin down) (eV) = 6.43 / 6.43
- ⟨S²⟩ = 2.02
- multiplicity = 3
- HOMO energy (spin up / spin down) (eV) = -10.5 / -11.1
- total charge = +1
- LUMO energy (spin up / spin down) (Eh) = -0.149 / -0.171

Here is a molecular structure, C24H27OTl at a distorted geometry from the Open Molecules 2025 dataset. Energies are from wB97M-V/def2-TZVPD.

XYZ file:
```
53
Properties=species:S:1:pos:R:3:lowdin_charge:R:1
C -0.1625 2.2039 0.3187 -0.23
C -0.3609 1.7221 -1.1094 -0.06
C -1.4260 0.8732 -1.2027 -0.07
H 0.2262 2.1115 -1.9641 0.12
C -1.8830 0.5769 0.1490 -0.14
C -1.0902 1.2452 1.0303 -0.14
H -1.2172 1.2714 2.1074 0.07
H -0.5129 3.2491 0.4029 0.17
H -1.8141 0.3984 -2.1044 0.08
H -2.7371 -0.0556 0.3898 0.06
C 1.3091 -1.2033 -0.5533 -0.08
C 1.8198 0.0712 -0.6523 -0.04
C 1.8028 0.7264 0.7383 -0.22
H 2.1933 0.5749 -1.5387 0.11
C 0.9835 -0.2823 1.4963 -0.20
C 0.8559 -1.4590 0.7828 -0.18
H 0.4678 -2.4534 1.0822 0.05
H 1.1672 -1.9496 -1.3417 0.09
H 2.8368 0.7291 1.1184 0.16
H 0.7991 -0.1349 2.5567 0.03
Tl -1.4123 -1.5335 2.7126 0.48
O -0.7330 -2.6146 -2.3517 -0.11
C -1.8717 -2.3385 -3.0707 -0.23
C -2.3432 -2.5300 -1.5919 -0.01
H -1.9238 -1.2717 -3.4124 0.10
H -2.2881 -3.0834 -3.7858 0.12
H -2.9234 -1.6982 -1.2125 0.11
H -4.5056 -3.2214 -0.1690 0.10
C -3.8106 -4.0396 -0.2816 -0.04
C -2.5702 -3.7813 -0.9334 -0.23
C -1.6184 -4.8252 -1.0087 -0.03
H -0.6493 -4.5923 -1.4158 0.10
C -1.8799 -6.0977 -0.5094 -0.07
H -1.1004 -6.8656 -0.4935 0.11
C -3.1526 -6.3311 0.0518 -0.09
H -3.4091 -7.3300 0.4129 0.10
C -4.1505 -5.3239 0.1609 -0.07
H -5.1321 -5.5073 0.6334 0.11
C 4.0160 4.2224 0.0260 -0.05
C 2.8753 4.4243 1.0066 -0.64
C 3.3981 4.5902 2.4238 -0.06
C 2.0615 5.6506 0.6422 -0.06
C 2.0022 3.2362 0.9574 0.13
C 1.2952 2.1859 0.7423 -0.17
H 4.6959 5.0825 0.0322 0.09
H 3.6304 4.0875 -0.9894 0.09
H 4.5881 3.3230 0.2730 0.09
H 4.0484 5.4723 2.4946 0.09
H 2.5655 4.7190 3.1227 0.09
H 3.9620 3.7088 2.7465 0.09
H 1.6208 5.5580 -0.3537 0.09
H 1.2436 5.7972 1.3511 0.09
H 2.6907 6.5477 0.6647 0.09
```

Properties
- maximum force (eV Å⁻¹) = 4.137
- orbital gap (spin up / spin down) (eV) = 7.27 / 4.69
- HOMO energy (spin up / spin down) (eV) = -7.2 / -4.6
- LUMO energy (spin up / spin down) (Eh) = 0.002 / 0.003

Here is a molecular structure, C24H28AsN3O9P2RuS at a distorted geometry from the Open Molecules 2025 dataset. Energies are from wB97M-V/def2-TZVPD.

XYZ file:
```
69
Properties=species:S:1:pos:R:3:lowdin_charge:R:1
Ru -0.7314 0.6173 0.3910 0.96
N -1.0497 2.3787 1.5732 -0.06
C -0.9106 3.5915 0.7484 -0.13
C -0.1120 3.3199 -0.5258 -0.55
O 0.4275 4.2608 -1.1053 0.01
N -0.0784 2.0265 -0.8781 -0.13
C 1.0179 1.5745 -1.7119 -0.14
C 1.9303 0.7148 -0.8346 -0.62
O 3.1009 0.5126 -1.0839 0.04
O 1.3062 0.1897 0.1987 -0.31
H -1.9247 2.3635 2.0822 0.08
H -0.2879 2.2613 2.2559 0.06
H -0.4037 4.3942 1.2832 0.12
H -1.9011 3.9559 0.4669 0.10
H 1.5762 2.4070 -2.1341 0.12
H 0.6501 0.9372 -2.5219 0.10
N 1.2600 -1.8018 2.1363 0.18
C 0.4648 -1.5895 3.3948 -0.51
C 0.8096 -2.7063 4.3733 -0.09
P 0.7904 0.0969 4.0798 0.30
O 2.2131 -0.1255 4.8466 -0.16
O -0.2892 0.3535 5.0751 -0.31
O 1.0567 1.0335 2.9405 -0.34
P -1.3181 -1.7703 2.8792 0.29
O -2.0799 -1.5141 4.2531 -0.15
O -1.4776 -3.1603 2.3996 -0.30
O -1.6313 -0.6256 1.9247 -0.47
H 2.1869 -2.1641 2.3549 0.16
H 1.4034 -0.9377 1.5677 0.09
H 0.7799 -2.4762 1.5250 0.13
H 1.8845 -2.7288 4.5716 0.07
H 0.4702 -3.6671 3.9851 0.08
H 0.3041 -2.5250 5.3209 0.09
H 2.8533 0.4819 4.4579 0.07
H -1.6416 -0.7570 4.7265 0.04
S -0.6686 -1.3645 -0.9576 0.66
C -2.3158 -1.9283 -1.1850 -0.67
C -2.5418 -3.2385 -1.6281 -0.12
C -3.8257 -3.6972 -1.8520 -0.09
C -4.9307 -2.8736 -1.6443 -0.10
C -4.7263 -1.5758 -1.2097 -0.10
C -3.4350 -1.1150 -0.9849 -0.40
As -3.0273 0.6733 -0.4376 1.29
C -3.2079 1.7144 -2.0576 -0.35
C -2.9263 1.1035 -3.2742 -0.09
C -2.8858 1.8599 -4.4372 -0.08
C -3.1190 3.2266 -4.3893 -0.09
C -3.3960 3.8396 -3.1754 -0.08
C -3.4375 3.0854 -2.0126 -0.12
C -4.5188 1.2161 0.6661 -0.35
C -5.6707 1.7883 0.1341 -0.12
C -6.7249 2.1269 0.9714 -0.09
C -6.6320 1.8938 2.3367 -0.09
C -5.4865 1.3174 2.8673 -0.07
C -4.4279 0.9767 2.0363 -0.10
H -1.6924 -3.8926 -1.7793 0.10
H -3.9725 -4.7184 -2.1831 0.10
H -5.9336 -3.2455 -1.8085 0.09
H -5.5718 -0.9205 -1.0308 0.10
H -2.7257 0.0389 -3.3112 0.10
H -2.6588 1.3799 -5.3808 0.10
H -3.0739 3.8170 -5.2957 0.10
H -3.5643 4.9079 -3.1302 0.10
H -3.6483 3.5732 -1.0677 0.09
H -5.7460 1.9724 -0.9307 0.10
H -7.6203 2.5717 0.5551 0.10
H -7.4564 2.1585 2.9872 0.10
H -5.4130 1.1231 3.9297 0.11
H -3.5408 0.4998 2.4399 0.08
```

Properties
- maximum force (eV Å⁻¹) = 1.824
- orbital gap (spin up / spin down) (eV) = 7.39 / 6.88
- ⟨S²⟩ = 0.76
- multiplicity = 2
- HOMO energy (spin up / spin down) (eV) = -5.0 / -4.9
- total charge = -1
- LUMO energy (spin up / spin down) (Eh) = 0.090 / 0.072